# 1
Density functional theory data (the ωB97M-V functional and the def2-TZVPD basis) for C33H33BCl2N10NiOSi as an isolated structure.

ORCA input file:
```
! wB97M-V def2-TZVPD RIJCOSX def2/J DEFGRID3
* xyz -1 4
Ni 0.76982 0.78230 0.64158
C -1.36558 1.34661 -3.15424
C -1.29821 0.82169 -1.85944
N -0.19751 1.22799 -1.24840
N 0.46460 2.01878 -2.11712
C -0.21911 2.09834 -3.27730
B 1.90752 2.50752 -1.82530
N 2.77996 1.23105 -1.81085
C 3.85440 0.85267 -2.53997
C 3.99258 -0.51074 -2.41005
C 2.94083 -0.89446 -1.56881
N 2.22604 0.15472 -1.20048
N 1.90320 3.23406 -0.44901
C 2.47104 4.42260 -0.16534
C 2.03505 4.82145 1.07992
C 1.18171 3.79796 1.49781
N 1.11638 2.84586 0.57523
N 2.31320 3.55352 -2.86434
C 1.56710 4.65008 -3.15182
C 2.31535 5.47476 -3.95399
C 3.53746 4.79405 -4.09500
N 3.53060 3.65022 -3.43357
H -2.14220 1.20177 -3.88482
H -1.99128 0.16496 -1.36432
H 0.15963 2.66078 -4.11328
H 4.42837 1.57748 -3.08450
H 4.74340 -1.14591 -2.84720
H 2.67422 -1.88671 -1.25017
H 3.14500 4.90518 -0.85324
H 2.29445 5.72385 1.60511
H 0.62608 3.72054 2.41670
H 0.57091 4.77200 -2.75811
H 2.02762 6.42136 -4.37802
H 4.41713 5.10080 -4.63833
C -3.87711 -1.15194 -0.11206
Si -2.80131 -0.39581 1.26000
C -2.72399 1.49220 1.10714
C -3.64174 -0.73267 2.91438
N -1.16526 -1.06544 1.22270
C -0.58439 -2.22244 0.69564
C -1.39070 -3.24014 0.18831
C -0.85645 -4.41961 -0.30974
C 0.51411 -4.60858 -0.30051
C 1.34214 -3.61360 0.18789
C 0.81572 -2.42434 0.69271
O 1.64170 -1.38926 1.08468
C 2.88628 -1.64314 1.64448
C 3.09484 -2.73212 2.48422
C 4.34353 -2.93894 3.04190
C 5.39710 -2.07454 2.77835
C 5.17270 -0.96826 1.96876
C 3.92746 -0.74351 1.41299
H -4.55475 -0.39616 -0.51866
H -4.49070 -1.96335 0.28453
H -3.29071 -1.55556 -0.93981
H -3.25250 1.87053 0.22840
H -1.69671 1.83222 1.05108
H -3.16665 1.95635 1.99030
H -4.57112 -0.15528 2.97090
H -2.99968 -0.42340 3.74031
H -3.88426 -1.78559 3.05806
H -2.46422 -3.11861 0.22605
H -1.51634 -5.19882 -0.66926
H 0.94793 -5.52965 -0.66950
H 2.41593 -3.74159 0.17280
H 2.26760 -3.38698 2.72545
H 4.49369 -3.78647 3.69926
H 6.37045 -2.24373 3.22112
H 5.97673 -0.27309 1.76023
H 3.75819 0.13272 0.80826
Cl -1.64846 -2.92618 3.63293
C -0.17048 -2.03485 3.92083
C 0.57872 -2.50469 5.04467
C 1.68357 -1.79272 5.49546
C 2.04818 -0.61369 4.88091
C 1.29095 -0.16728 3.76970
Cl 1.83841 1.20942 2.87990
C 0.17140 -0.85961 3.23182
N -0.45251 -0.26232 2.14016
H 0.26423 -3.41921 5.52904
H 2.25683 -2.16635 6.33657
H 2.90718 -0.03936 5.20422
*
```

Results
- Lowest unoccupied orbital energy (spin up / spin down): 2.5 / 2.5 eV
- Relative energy (zero: lowest compared OMol25 entry of this formula, charge and spin): 3.194 eV
- HOMO level (spin up / spin down): -0.0061 / -0.1323 hartree

# 2
Density functional theory data (the ωB97M-V functional and the def2-TZVPD basis) for C46H38IN4O2PV as an isolated structure.

ORCA input file:
```
! wB97M-V def2-TZVPD RIJCOSX def2/J DEFGRID3
* xyz 2 2
V 0.96189 2.17558 -0.12187
C 0.37374 -10.65715 -4.65898
O -0.52472 -9.58883 -4.96382
C -0.27764 -8.38409 -4.41630
C 0.79532 -8.10799 -3.57042
C 0.95477 -6.82542 -3.06656
C 0.06135 -5.81632 -3.39270
C -1.01006 -6.11050 -4.23956
C -1.18367 -7.37525 -4.74771
C 0.25754 -4.47236 -2.84742
N 1.21433 -4.09363 -2.02140
C 0.98286 -2.76470 -1.80465
C -0.11327 -2.31826 -2.49091
N -0.57669 -3.42876 -3.15723
C -0.60421 -0.98299 -2.40710
C -1.75559 -0.47758 -3.03571
C -2.14912 0.81017 -2.79308
C -1.38899 1.61016 -1.93879
N -0.27480 1.16649 -1.35929
C 0.11634 -0.12010 -1.57609
C 1.30170 -0.56515 -0.85860
N 1.93579 0.34822 -0.05111
C 3.03703 -0.03836 0.58854
C 3.55430 -1.33064 0.49125
C 2.90275 -2.25697 -0.27610
C 1.74151 -1.87773 -0.97129
H -0.00213 -11.52207 -5.19290
H 0.38213 -10.86383 -3.58812
H 1.38210 -10.42444 -5.00314
H 1.50448 -8.87636 -3.30382
H 1.78811 -6.60248 -2.41182
H -1.73274 -5.35089 -4.51798
H -2.00945 -7.61292 -5.40448
H -1.35679 -3.48013 -3.78809
H -2.33969 -1.10486 -3.69839
H -3.04125 1.21852 -3.24737
H -1.69796 2.61867 -1.69645
H 3.51713 0.69896 1.21427
H 4.45766 -1.57690 1.03201
H 3.26102 -3.27576 -0.36762
I 2.75414 3.45682 1.45332
C 2.15325 3.69676 3.45173
C 3.08529 4.46240 4.09352
C 2.96222 4.75397 5.46684
C 1.90862 4.24119 6.14527
C 0.93255 3.43906 5.50023
C -0.11755 2.93372 6.30225
C -1.09521 2.15927 5.76844
C -1.05548 1.88819 4.39371
C -0.06779 2.34559 3.55306
P -0.38523 1.85911 1.81275
C -2.04513 2.55235 1.52976
C -2.08394 3.91950 1.25877
C -3.28774 4.56658 1.02782
C -4.47348 3.84350 1.05556
C -4.44719 2.48658 1.34712
C -3.24023 1.84068 1.59039
C -0.53537 0.03693 1.93324
C -1.35366 -0.69899 1.07385
C -1.33128 -2.08848 1.09394
C -0.46999 -2.75999 1.95099
C 0.36174 -2.03671 2.79679
C 0.32461 -0.64916 2.79248
C 0.99980 3.14250 4.10160
H 3.93873 4.85156 3.55337
H 3.70740 5.36545 5.95768
H 1.78876 4.43339 7.20462
H -0.11910 3.18199 7.35689
H -1.89671 1.76650 6.37917
H -1.85949 1.28771 3.98312
H -1.16427 4.48929 1.26555
H -3.30503 5.63337 0.84104
H -5.41670 4.34153 0.87129
H -5.37189 1.92660 1.39781
H -3.25014 0.79147 1.85682
H -2.02110 -0.19575 0.38331
H -1.98944 -2.64678 0.43903
H -0.45376 -3.84243 1.96753
H 1.03218 -2.55303 3.47240
H 0.96241 -0.09997 3.47502
C 1.12127 6.37722 -1.58126
C 1.47603 5.32815 -2.64241
C 0.49794 4.22578 -2.32723
O 0.50536 4.16890 -0.86212
C 0.58967 5.55997 -0.39927
H 0.34717 7.04554 -1.95426
H 1.97815 6.98180 -1.29425
H 2.49587 4.96573 -2.50639
H 1.37328 5.69854 -3.66012
H 0.77843 3.24679 -2.71176
H -0.51198 4.46546 -2.66423
H 1.23677 5.57485 0.46883
H -0.40785 5.87564 -0.10283
*
```

Results
- Lowest unoccupied orbital energy (spin up / spin down): -5.9 / -5.9 eV
- Relative energy (zero: lowest compared OMol25 entry of this formula, charge and spin): 0.100 eV
- HOMO level (spin up / spin down): -0.4345 / -0.4345 hartree

# 3
Density functional theory data (the ωB97M-V functional and the def2-TZVPD basis) for C19H14Br2FeO3Zn as an isolated structure.

ORCA input file:
```
! wB97M-V def2-TZVPD RIJCOSX def2/J DEFGRID3
* xyz 0 1
Br 4.82954 -0.24027 4.30997
Zn 3.52597 1.44861 3.59080
Br 2.17463 3.11655 2.89230
C -0.14437 -1.90780 3.06103
C 0.06416 -1.79760 1.65628
C -0.93214 -0.93458 1.12756
C -1.77164 -0.48885 2.19957
C -1.28597 -1.12652 3.42640
C -1.95649 -0.88344 4.63278
C -3.03653 0.00975 4.66017
C -3.47047 0.65416 3.48422
C -2.86157 0.38658 2.25122
H 0.45608 -2.47492 3.77000
H 0.83977 -2.29155 1.07356
H -1.10443 -0.70207 0.08038
H -1.62651 -1.38931 5.54076
H -3.54691 0.20817 5.60509
H -4.29390 1.37333 3.54440
H -3.18899 0.86655 1.32320
O 2.30825 -1.50931 -5.66849
C 1.77737 -0.85143 -4.86815
Fe 0.78627 -0.33468 -3.49478
C -0.64224 -1.11586 -4.23384
O -1.37907 -1.91573 -4.64871
C 1.21679 -1.84442 -2.60923
O 1.44439 -2.94891 -2.32198
C -0.30191 1.15283 -1.06235
C 0.98767 1.18011 -0.57731
C 2.11101 0.82096 -1.31234
C 2.22453 0.83033 -2.72791
C 1.41870 1.66874 -3.59505
C 0.04730 1.59350 -3.51785
C -0.58170 0.86094 -2.44138
H -1.15053 1.34337 -0.39849
H 1.14026 1.46284 0.47106
H 3.02158 0.54868 -0.76067
H 3.21443 0.51576 -3.10322
H 1.91315 2.16716 -4.43637
H -0.59681 1.98987 -4.31352
H -1.62965 0.55845 -2.60911
*
```

Results
- Lowest unoccupied orbital energy: -2.5 eV
- HOMO level: -0.2071 hartree

# 4
Density functional theory data (the ωB97M-V functional and the def2-TZVPD basis) for a 9-piece molecular cluster, C28H38N7O5P overall.

ORCA input file:
```
! wB97M-V def2-TZVPD RIJCOSX def2/J DEFGRID3
* xyz -2 1
O -0.03175 -0.01291 0.39470
H 0.51342 -0.78039 0.23769
H 0.39451 0.52198 -0.25514
H 0.24230 0.52855 1.10157
P 2.30277 2.00557 0.42552
O 3.32964 1.01689 0.62045
O 1.15552 1.66066 1.59136
O 1.33273 1.66703 -0.65376
O 2.67465 3.45334 0.56428
N -2.81645 -2.70766 -2.40019
C -3.22927 -3.87386 -3.01452
C -2.14469 -4.40169 -3.72386
C -0.98273 -3.41563 -3.37838
C -1.48063 -2.56814 -2.57956
H -3.53803 -1.87149 -2.00839
H -4.16469 -4.25498 -3.21523
H -2.09402 -5.23167 -4.41581
H -0.03154 -3.36270 -3.67862
H -0.93254 -1.58195 -2.16427
N 2.38158 1.98871 -2.97525
C 3.65500 1.56702 -3.29187
C 3.90972 1.95082 -4.57561
C 2.64570 2.68994 -5.08944
C 1.78944 2.66965 -4.06367
H 1.97797 2.04412 -2.10288
H 4.30068 1.14376 -2.50703
H 4.72078 2.00107 -5.09730
H 2.47687 3.13823 -6.11517
H 0.93434 3.05810 -4.15222
N -0.23249 -2.82916 1.52776
C -0.57675 -2.15118 2.74001
C -1.88756 -2.36872 2.97904
C -2.37198 -2.99550 1.65506
C -1.33028 -3.34440 0.85839
H 0.51448 -2.74120 1.05185
H 0.10241 -1.76577 3.39585
H -2.63505 -2.06310 3.62145
H -3.64487 -3.23504 1.50273
H -1.25102 -3.99204 0.02802
N 0.94490 0.70185 3.86319
C 1.89823 -0.07000 4.46717
C 1.36059 -0.66529 5.58136
C -0.00372 -0.03043 5.72818
C -0.26407 0.65213 4.50685
H 1.08745 1.12785 2.87422
H 2.88869 -0.21713 4.01885
H 1.96975 -1.31555 6.16561
H -0.82001 -0.19690 6.42824
H -1.13741 1.08988 3.99229
N -0.83740 1.91706 -2.12684
C -1.77352 2.88638 -1.89082
C -2.77555 2.55842 -2.66744
C -2.25519 1.40504 -3.50734
C -1.09597 0.98898 -3.05836
H 0.26147 1.93799 -1.65178
H -1.66481 3.69995 -1.06511
H -3.47664 3.24291 -2.63879
H -2.93110 0.99350 -4.32100
H -0.26597 0.48290 -3.60417
N 2.71253 -1.35132 0.23689
C 2.08082 -1.89428 -0.88000
C 1.80339 -3.25855 -0.59703
C 2.33316 -3.50418 0.85115
C 2.83820 -2.33202 1.21198
H 3.19015 -0.32047 0.58527
H 1.90744 -1.39742 -1.98127
H 1.12982 -3.91829 -1.24707
H 2.16752 -4.34284 1.47589
H 3.40987 -1.90806 2.23863
N -1.04001 2.82672 2.06189
C -1.31609 3.79654 3.01089
C -2.66272 3.86558 3.22963
C -3.23621 2.95913 2.18507
C -2.14934 2.24620 1.58314
H 0.02419 2.40035 1.80054
H -0.55797 4.31967 3.52806
H -3.16806 4.55467 3.98261
H -4.31528 2.88310 2.00614
H -2.23931 1.62964 0.78574
*
```

Results
- Lowest unoccupied orbital energy: 4.3 eV
- Relative energy (zero: lowest compared OMol25 entry of this formula, charge and spin): 1.928 eV
- HOMO level: -0.1020 hartree

# 5
Density functional theory data (the ωB97M-V functional and the def2-TZVPD basis) for a 8-piece molecular cluster, C35H61BN11O11P overall.

ORCA input file:
```
! wB97M-V def2-TZVPD RIJCOSX def2/J DEFGRID3
* xyz 0 1
C 4.04774 -2.55673 -1.21972
C 2.57816 -2.58981 -1.52006
O 1.76989 -2.46552 -0.62316
N 2.10664 -2.82043 -2.83683
C 3.14151 -3.04785 -3.85252
C 1.13963 -3.89341 -2.79100
C 1.44601 -5.14161 -2.30946
C 0.50555 -6.13739 -2.22913
C 0.97405 -7.48427 -1.70420
N 1.81512 -7.31964 -0.49164
C -0.80832 -5.90725 -2.63940
P -2.10973 -7.17651 -2.59250
N -2.14168 -8.01541 -3.92033
C -1.12039 -4.63452 -3.12410
C -0.15356 -3.65545 -3.20416
C -0.54555 -2.31085 -3.74187
O 0.13867 -1.69948 -4.52732
C -1.86562 -1.83984 -3.25057
C -2.07586 -0.52680 -2.88566
B -0.94014 0.57783 -2.99700
O 0.06589 0.54631 -2.11224
N -0.93774 1.63905 -4.05038
C -1.05289 1.07785 -5.40501
C -2.09404 2.52855 -3.86192
C -3.33571 -0.21024 -2.38831
C -4.32869 -1.16800 -2.27002
C -5.66119 -0.76258 -1.68263
C -4.09008 -2.46597 -2.66655
C -2.84677 -2.80630 -3.15282
C -2.50264 -4.20346 -3.54878
O -3.25611 -4.91478 -4.17310
H 4.42076 -3.58388 -1.28598
H 4.63613 -1.93499 -1.89203
H 4.17467 -2.27002 -0.18960
H 3.93984 -3.72271 -3.53754
H 3.58811 -2.08954 -4.11729
H 2.68388 -3.42765 -4.76215
H 2.44757 -5.35985 -1.95599
H 1.54977 -8.00391 -2.46920
H 0.13112 -8.12150 -1.45958
H 1.22582 -7.41321 0.32543
H 2.52494 -8.03965 -0.46656
H -3.33150 -6.52416 -2.36285
H -1.81850 -8.02663 -1.51202
H -3.04284 -7.96244 -4.37780
H 0.86071 1.00812 -2.45522
H -1.25654 1.90512 -6.09136
H -1.89712 0.38187 -5.50855
H -0.13416 0.60419 -5.73488
H -3.03859 1.99973 -4.05471
H -2.04030 3.33783 -4.59385
H -2.08456 2.99472 -2.87625
H -3.54858 0.79928 -2.05576
H -5.93800 0.23567 -2.01467
H -5.54459 -0.71398 -0.59702
H -6.44270 -1.48455 -1.90578
H -4.87601 -3.20735 -2.58070
C 4.70363 2.52367 -2.73099
C 3.33241 2.40327 -2.11125
N 2.93482 3.42281 -1.32822
O 2.62177 1.42832 -2.29772
H 4.60321 2.48407 -3.81403
H 5.31502 1.68535 -2.40075
H 5.20229 3.45253 -2.45734
H 3.50324 4.22947 -1.14551
H 2.02089 3.37403 -0.90605
C 0.52233 5.59342 2.36835
C 1.66244 5.37594 1.41666
N 2.45502 4.31548 1.69041
O 1.87665 6.08892 0.44081
H -0.41482 5.53921 1.81986
H 0.60963 6.58111 2.82042
H 0.50410 4.84421 3.15034
H 2.31604 3.69623 2.46809
H 3.22309 4.13488 1.06965
C 1.61127 -0.66824 1.05286
C 2.83695 0.12702 1.42317
N 4.02857 -0.41379 1.06547
O 2.77414 1.19998 2.00747
H 0.98255 -0.06269 0.40103
H 1.05932 -0.90610 1.96159
H 1.85315 -1.59505 0.53451
H 4.10671 -1.29208 0.58408
H 4.86435 0.09421 1.29799
C 5.79214 -4.43625 3.37807
C 4.89181 -4.28923 2.17453
N 4.24108 -5.41132 1.77208
O 4.74796 -3.22905 1.59260
H 5.44821 -3.76003 4.15840
H 6.80671 -4.16271 3.09446
H 5.79914 -5.45215 3.77141
H 4.34249 -6.29346 2.23666
H 3.61944 -5.34938 0.97901
C -2.54523 2.81024 5.25675
C -1.39124 2.63226 4.30146
N -0.55630 1.58502 4.55486
O -1.19870 3.37117 3.35421
H -3.47840 2.74666 4.70193
H -2.47529 3.79437 5.71525
H -2.55845 2.05885 6.04381
H -0.68634 0.95828 5.32591
H 0.22208 1.44082 3.93096
C -4.34305 4.95453 8.34801
C -4.84554 3.53600 8.48325
N -5.40498 3.21338 9.68147
O -4.75993 2.72589 7.58158
H -4.86408 5.43493 7.52207
H -3.27740 4.93132 8.12772
H -4.50131 5.54117 9.25235
H -5.48787 3.86302 10.43996
H -5.74960 2.27624 9.80062
C -3.48838 9.01525 0.73412
C -2.51870 7.86180 0.86402
N -1.63877 7.70593 -0.16174
O -2.51560 7.11838 1.82533
H -3.34959 9.68770 1.57850
H -4.50398 8.62460 0.75543
H -3.34708 9.57684 -0.18901
H -1.61927 8.30898 -0.96157
H -0.96626 6.95769 -0.10113
*
```

Results
- Lowest unoccupied orbital energy: -0.4 eV
- HOMO level: -0.3012 hartree
- Structure (SMILES): CC(=O)N(C)c1cc(CN)c([PH2]=N)c2c1C(=O)c1c(B(O)N(C)C)cc(C)cc1C2=O.CC(N)=O.CC(N)=O.CC(N)=O.CC(N)=O.CC(N)=O.CC(N)=O.CC(N)=O

What F_max values result from the calculations? In sequence: 1.87, 1.81, 4.31, 8.68, 3.28 eV/Å.